C3H6N4O | ωB97M-V/def2-TZVPD

Geometry as XYZ:
```
14
Properties=species:S:1:pos:R:3
C -0.5253 2.2073 -0.1528
N 0.7405 1.6333 0.0971
N 0.6829 0.2568 0.1622
C 1.9650 -0.3455 -0.0580
O 2.3844 -1.5155 -0.0511
C -0.3860 -0.6300 0.1476
N -1.6331 -0.2167 0.0838
N -2.6671 -1.1016 -0.1936
H -1.4751 1.7737 -0.1305
H -0.5387 3.3530 -0.2130
H 2.7227 0.4226 -0.3542
H -0.0881 -1.6325 0.0062
H -3.3126 -0.9290 0.8712
H -2.5672 -2.2567 -0.4387
```

The value obtained for the molar mass is 114.11 g mol⁻¹. The calculation puts the HOMO energy at -8.689 eV. The SMILES is C=NN(C=O)/C=N/N. For the relative energy (zero: lowest compared OMol25 entry of this formula, charge and spin), the calculation gives 5.843 eV. The maximum force is 6.98 eV/Å.

---

C50H53AlN3OP2S2 | ωB97M-V/def2-TZVPD

Geometry as XYZ:
```
112
Properties=species:S:1:pos:R:3
Al 0.1249 0.2054 0.0390
C 1.6014 0.2625 2.6005
C 1.3943 1.6938 2.1335
N 0.1309 1.7859 1.3578
C -1.0976 1.9674 2.1767
C -1.6211 0.6953 2.8295
S -1.5992 -0.7171 1.6813
C -0.5092 -1.9278 2.4972
C 0.8841 -2.0020 1.8790
N 1.3766 -0.6678 1.4507
H 2.6077 0.1382 3.0012
H 0.9113 -0.0037 3.3952
H 1.3986 2.3854 2.9779
H 2.2053 1.9779 1.4642
H 0.1847 2.6255 0.7788
H -0.9158 2.7232 2.9439
H -1.8612 2.3634 1.5047
H -1.0791 0.4213 3.7317
H -2.6572 0.8559 3.1245
H -0.4991 -1.6848 3.5581
H -0.9988 -2.8963 2.3934
H 1.5737 -2.4626 2.5899
H 0.8469 -2.6345 0.9940
H 2.2878 -0.8149 1.0205
C -2.1078 -1.1888 -2.4428
N -1.8582 -0.2311 -3.4876
C -0.8803 0.7973 -3.2325
P -1.1280 1.6500 -1.6053
C -2.8935 1.9880 -1.4740
C -3.6880 1.2968 -0.5599
C -5.0578 1.5083 -0.5193
C -5.6394 2.4119 -1.3985
C -4.8547 3.1079 -2.3098
C -3.4857 2.9030 -2.3465
C -0.3657 3.2904 -1.7465
C -0.6527 4.2491 -0.7681
C -0.0837 5.5114 -0.8308
C 0.7601 5.8363 -1.8871
C 1.0193 4.9031 -2.8796
C 0.4628 3.6310 -2.8100
C -2.9990 0.1375 -4.2756
C -4.2949 -0.1775 -3.8838
C -5.3722 0.1914 -4.6821
C -5.1721 0.8797 -5.8653
C -3.8753 1.1787 -6.2648
C -2.7957 0.8011 -5.4854
P -0.6848 -1.7587 -1.4284
C 0.4974 -2.5620 -2.5330
C 0.1659 -2.8197 -3.8643
C 1.0047 -3.6011 -4.6469
C 2.1584 -4.1518 -4.1044
C 2.5030 -3.8835 -2.7864
C 1.6889 -3.0692 -2.0131
C -1.4842 -3.1346 -0.5212
C -0.7393 -4.2673 -0.1819
C -1.3145 -5.3009 0.5441
C -2.6422 -5.2207 0.9381
C -3.3962 -4.1077 0.5938
C -2.8241 -3.0706 -0.1274
H -2.5480 -2.0945 -2.8716
H -2.8291 -0.8278 -1.6964
H -0.9505 1.5520 -4.0125
H 0.1405 0.3996 -3.2501
H -3.2418 0.5757 0.1192
H -5.6716 0.9722 0.1926
H -6.7081 2.5779 -1.3717
H -5.3112 3.8097 -2.9946
H -2.8821 3.4497 -3.0618
H -1.3871 4.0335 0.0051
H -0.3241 6.2531 -0.0807
H 1.1874 6.8281 -1.9520
H 1.6434 5.1736 -3.7220
H 0.6657 2.9189 -3.5984
H -4.4953 -0.7052 -2.9613
H -6.3750 -0.0665 -4.3676
H -6.0128 1.1631 -6.4830
H -3.7011 1.6878 -7.2034
H -1.7909 0.9966 -5.8403
H -0.7434 -2.4249 -4.2977
H 0.7387 -3.8035 -5.6757
H 2.7879 -4.7929 -4.7072
H 3.4036 -4.3095 -2.3627
H 1.9783 -2.8636 -0.9869
H 0.2807 -4.3813 -0.5240
H -0.7292 -6.1796 0.7800
H -3.0940 -6.0310 1.4944
H -4.4381 -4.0499 0.8788
H -3.4428 -2.2181 -0.3736
O 1.5452 0.6427 -1.0899
S 3.0556 0.2467 -1.2678
C 3.4806 0.5662 -2.9486
C 3.7458 -0.5585 -3.7213
C 4.1244 -0.3962 -5.0457
C 4.2366 0.8790 -5.5771
C 3.9900 1.9996 -4.7871
C 3.6219 1.8528 -3.4630
C 3.9537 1.4773 -0.3743
C 3.5202 2.7987 -0.2938
C 4.3059 3.7097 0.3917
C 5.5018 3.3028 0.9776
C 5.9180 1.9821 0.8915
C 5.1387 1.0521 0.2150
H 3.6587 -1.5454 -3.2933
H 4.3400 -1.2635 -5.6544
H 4.5401 1.0091 -6.6074
H 4.1148 2.9897 -5.2047
H 3.4836 2.7230 -2.8397
H 2.5875 3.1062 -0.7534
H 3.9916 4.7427 0.4624
H 6.1137 4.0224 1.5047
H 6.8482 1.6737 1.3485
H 5.4624 0.0208 0.1349
```

The value obtained for the molar mass is 865.06 g mol⁻¹. The calculation puts the HOMO energy at -14.432 eV. As for the net charge: +3. The maximum force is 0.34 eV/Å.

---

C5H7NO | ωB97M-V/def2-TZVPD

Geometry as XYZ:
```
14
Properties=species:S:1:pos:R:3
O -1.6730 -1.9420 -0.8579
C -1.0744 -0.9271 -0.6412
C -1.4684 0.5210 -0.3193
N -0.0454 0.9230 -0.4285
C 0.6682 0.7938 0.8748
C 1.3685 -0.4945 0.4042
C 0.3882 -0.4779 -0.7806
H -2.1038 0.9778 -1.0863
H -1.9234 0.6908 0.6639
H -0.0167 0.6323 1.7184
H 1.3096 1.6484 1.1072
H 1.3870 -1.3569 1.0734
H 2.3812 -0.2975 0.0440
H 0.8024 -0.6912 -1.7719
```

The value obtained for the molar mass is 97.12 g mol⁻¹. The calculation puts the HOMO energy at -9.443 eV. The SMILES is O=C1CN2CC[C@@H]12. For the relative energy (zero: lowest compared OMol25 entry of this formula, charge and spin), the calculation gives 2.354 eV. The maximum force is 0.58 eV/Å.

---

C5H7NO | ωB97M-V/def2-TZVPD

Geometry as XYZ:
```
14
Properties=species:S:1:pos:R:3
C 0.3527 1.0859 -0.7232
C 1.1318 -0.1551 -0.2499
O 1.3960 -0.1598 1.1461
C 0.0250 -0.5176 1.6408
C -0.8399 0.6086 1.4382
N -0.8083 0.5185 0.0676
C -0.2394 -0.7862 0.0615
H 0.6371 2.0870 -0.4008
H 0.1268 1.0554 -1.7917
H 1.9436 -0.5851 -0.8386
H 0.0822 -1.1824 2.4981
H -1.1654 -1.4806 -2.7752
H -1.5227 1.2136 2.0234
H -0.8502 -1.5890 -2.1071
```

The value obtained for the molar mass is 97.12 g mol⁻¹. The calculation puts the HOMO energy (spin up / spin down) at -7.894 / -8.028 eV. For the relative energy (zero: lowest compared OMol25 entry of this formula, charge and spin), the calculation gives 7.892 eV. The maximum force is 0.42 eV/Å.

---

- Which value of maximum force does entry 2 give?
  0.34 eV/Å

---

- What is the maximum force in the third record?
  0.58 eV/Å

---

- maximum force of number 3 (C5H7NO)?
  0.58 eV/Å